Molecular formula: C10H10N2
Method: DFT, ωB97M-V with the def2-TZVPD basis set

## Properties
Net charge ... 0
Energy relative to the best compared isomer or geometry (same formula, charge and spin) ... 59.4 kcal per mole
HOMO-LUMO gap ... 10.1 eV
SMILES ... c1ccncc1.c1ccncc1
Maximum force ... 5.4 eV/A
HOMO energy ... -9.21 eV

Cartesian coordinates (Å):
C 2.882 -0.227 0.057
C 1.888 -1.180 -0.129
C 1.052 -1.384 0.928
C 1.079 -0.561 1.999
C 2.097 0.393 2.116
C -2.201 1.083 0.086
C -3.069 1.339 -0.957
C -2.766 0.680 -2.119
C -1.664 -0.238 -2.118
C -0.997 -0.543 -0.983
H 3.724 -0.211 -0.634
H 1.899 -1.807 -0.980
H 0.260 -2.103 0.944
H 0.409 -0.722 2.881
H 2.227 1.033 2.962
H -2.136 1.710 0.927
H -3.933 1.913 -0.808
H -3.329 0.951 -3.025
H -1.584 -0.471 -3.222
H -0.140 -1.192 -0.914
N 3.057 0.476 1.147
N -1.229 0.200 0.079

---

Molecular formula: C20H46AlF3N5O6S
Method: DFT, ωB97M-V with the def2-TZVPD basis set

## Properties
Net charge ... -1
Energy relative to the best compared isomer or geometry (same formula, charge and spin) ... 70.2 kcal per mole
HOMO-LUMO gap ... 7.1 eV
Maximum force ... 3.8 eV/A
HOMO energy ... -4.98 eV

Cartesian coordinates (Å):
C 6.880 -2.616 0.764
O 5.469 -2.273 0.978
C 5.284 -1.153 1.907
C 4.542 0.053 1.083
C 2.930 -0.112 0.879
Al 2.110 -1.857 1.555
S 1.182 -1.584 3.625
C 0.549 -2.319 0.241
F 0.936 -2.022 -1.184
F 0.205 -3.787 0.343
F -0.670 -1.571 0.627
H 7.618 -2.269 1.602
H 7.170 -2.269 -0.322
H 6.935 -3.809 0.759
H 4.679 -1.445 2.894
H 6.304 -0.689 2.318
H 5.117 0.198 0.063
H 4.735 1.052 1.705
H 2.690 0.059 -0.265
H 2.420 0.772 1.499
H 3.065 -3.117 1.542
H 0.733 -2.894 3.985
C -3.990 2.356 0.943
O -4.325 3.474 1.312
N -2.798 2.041 0.326
C -2.476 0.689 -0.081
C -1.837 3.095 0.076
H -4.647 1.481 1.085
H -1.565 0.373 0.435
H -2.312 0.675 -1.162
H -3.287 -0.001 0.168
H -1.556 3.554 1.028
H -2.299 3.855 -0.560
H -0.946 2.695 -0.417
C 5.950 -3.074 -3.401
O 6.458 -2.504 -2.444
N 4.597 -3.248 -3.601
C 4.075 -3.936 -4.763
C 3.667 -2.728 -2.620
H 6.565 -3.507 -4.206
H 3.426 -3.251 -5.318
H 3.495 -4.803 -4.431
H 4.883 -4.274 -5.417
H 3.809 -1.647 -2.533
H 3.878 -3.190 -1.650
H 2.636 -2.942 -2.913
C -2.606 -1.732 6.164
O -1.430 -1.503 6.415
N -3.289 -1.279 5.056
C -4.684 -1.596 4.830
C -2.592 -0.459 4.086
H -3.229 -2.345 6.835
H -4.775 -2.134 3.882
H -5.254 -0.664 4.780
H -5.082 -2.218 5.636
H -1.741 -1.022 3.690
H -2.218 0.441 4.583
H -3.260 -0.177 3.267
C -7.093 1.546 -1.440
O -7.275 0.492 -2.036
N -8.045 2.226 -0.710
C -7.749 3.471 -0.032
C -9.383 1.681 -0.618
H -6.112 2.048 -1.444
H -7.932 3.342 1.039
H -8.404 4.253 -0.426
H -6.707 3.765 -0.185
H -9.331 0.685 -0.167
H -9.801 1.591 -1.625
H -10.022 2.327 -0.010
C 3.778 3.181 -1.891
O 3.664 2.503 -0.878
N 3.060 3.008 -3.054
C 3.255 3.857 -4.211
C 2.080 1.945 -3.124
H 4.495 4.017 -1.946
H 2.310 4.354 -4.448
H 3.566 3.236 -5.057
H 4.021 4.613 -4.021
H 1.330 2.100 -2.342
H 2.579 0.987 -2.948
H 1.593 1.931 -4.103

---

Molecular formula: C4H7NO
Method: DFT, ωB97M-V with the def2-TZVPD basis set

## Properties
Net charge ... 0
Energy relative to the best compared isomer or geometry (same formula, charge and spin) ... 42.8 kcal per mole
HOMO-LUMO gap ... 10.8 eV
SMILES ... C[C@@]1(C=O)CN1
Maximum force ... 0.5 eV/A
HOMO energy ... -9.90 eV

Cartesian coordinates (Å):
C 1.439 -0.541 -0.015
C 0.001 -0.084 -0.063
C -0.323 1.375 -0.016
N -0.480 0.632 -1.246
C -1.035 -0.965 0.558
O -2.219 -0.838 0.332
H 1.697 -1.194 -0.852
H 2.114 0.317 -0.037
H 1.628 -1.082 0.919
H -1.201 1.693 0.540
H 0.519 2.063 -0.011
H -1.467 0.387 -1.345
H -0.671 -1.762 1.237